Record 1
{"formula": "C34H84BrGaO9P", "method": "the ωB97M-V functional and the def2-TZVPD basis", "symbols": ["C", "C", "O", "P", "O", "C", "C", "C", "Ga", "C", "C", "C", "Br", "O", "C", "C", "H", "H", "H", "H", "H", "H", "H", "H", "H", "H", "H", "H", "H", "H", "H", "H", "H", "H", "H", "H", "H", "H", "H", "H", "C", "C", "O", "C", "C", "H", "H", "H", "H", "H", "H", "H", "H", "H", "H", "C", "C", "O", "C", "C", "H", "H", "H", "H", "H", "H", "H", "H", "H", "H", "C", "C", "O", "C", "C", "H", "H", "H", "H", "H", "H", "H", "H", "H", "H", "C", "C", "O", "C", "C", "H", "H", "H", "H", "H", "H", "H", "H", "H", "H", "C", "C", "O", "C", "C", "H", "H", "H", "H", "H", "H", "H", "H", "H", "H", "C", "C", "O", "C", "C", "H", "H", "H", "H", "H", "H", "H", "H", "H", "H"], "coordinates": [[4.575, -2.869, -1.504], [3.350, -2.199, -2.108], [3.033, -2.775, -3.384], [1.673, -3.636, -3.542], [1.597, -4.188, -4.902], [0.326, -2.636, -2.926], [-0.763, -2.351, -3.967], [-1.898, -1.522, -3.354], [-2.720, -2.421, -1.702], [-2.838, -4.436, -2.129], [-2.890, -5.367, -0.930], [-3.380, -6.778, -1.240], [-1.100, -5.513, -0.107], [1.807, -4.745, -2.383], [2.588, -5.917, -2.646], [2.908, -6.569, -1.317], [5.508, -2.404, -1.824], [4.535, -2.823, -0.414], [4.593, -3.920, -1.790], [2.499, -2.288, -1.427], [3.521, -1.134, -2.279], [-0.100, -3.142, -2.054], [0.734, -1.689, -2.559], [-0.298, -1.839, -4.820], [-1.141, -3.300, -4.356], [-2.629, -1.308, -4.143], [-1.469, -0.553, -3.063], [-4.164, -1.842, -1.284], [-1.647, -2.282, -0.503], [-3.755, -4.631, -2.706], [-1.995, -4.745, -2.758], [-3.508, -4.938, -0.140], [-3.035, -7.515, -0.513], [-4.474, -6.784, -1.248], [-3.026, -7.081, -2.227], [1.996, -6.573, -3.288], [3.497, -5.646, -3.192], [2.050, -7.130, -0.945], [3.764, -7.242, -1.409], [3.140, -5.801, -0.578], [-2.578, 0.915, 3.821], [-3.271, 0.430, 2.557], [-2.874, -0.863, 2.155], [-3.115, -1.918, 3.056], [-4.584, -2.127, 3.387], [-1.494, 0.878, 3.696], [-2.864, 1.946, 4.041], [-2.832, 0.311, 4.692], [-3.012, 1.068, 1.712], [-4.361, 0.488, 2.678], [-2.534, -1.788, 3.979], [-2.721, -2.799, 2.546], [-5.011, -1.277, 3.923], [-4.697, -3.009, 4.021], [-5.155, -2.280, 2.471], [-1.798, 5.404, -3.584], [-2.177, 4.681, -2.301], [-2.700, 3.382, -2.495], [-1.834, 2.456, -3.139], [-0.519, 2.247, -2.413], [-2.651, 5.457, -4.262], [-1.478, 6.421, -3.350], [-0.977, 4.908, -4.103], [-2.981, 5.226, -1.801], [-1.324, 4.665, -1.613], [-1.656, 2.761, -4.177], [-2.384, 1.517, -3.175], [0.073, 3.164, -2.365], [0.075, 1.490, -2.927], [-0.701, 1.906, -1.392], [6.699, -4.890, 2.422], [6.951, -5.078, 0.936], [7.263, -3.881, 0.247], [8.423, -3.193, 0.673], [9.706, -3.995, 0.537], [5.907, -4.159, 2.586], [6.390, -5.839, 2.863], [7.592, -4.556, 2.953], [6.044, -5.441, 0.451], [7.728, -5.834, 0.773], [8.308, -2.835, 1.703], [8.469, -2.311, 0.032], [9.714, -4.871, 1.188], [10.559, -3.373, 0.813], [9.841, -4.331, -0.492], [0.111, -0.318, 8.962], [-1.143, -0.236, 8.107], [-0.895, -0.254, 6.716], [-0.256, -1.415, 6.207], [-1.017, -2.704, 6.461], [0.802, 0.487, 8.706], [-0.156, -0.224, 10.017], [0.630, -1.269, 8.837], [-1.650, 0.714, 8.284], [-1.844, -1.031, 8.389], [0.766, -1.495, 6.596], [-0.180, -1.234, 5.135], [-1.085, -2.942, 7.524], [-0.506, -3.532, 5.968], [-2.028, -2.639, 6.057], [-5.326, 9.270, -1.673], [-5.993, 8.736, -2.930], [-5.588, 7.430, -3.291], [-5.854, 6.411, -2.339], [-7.327, 6.224, -2.024], [-4.240, 9.240, -1.774], [-5.631, 10.304, -1.505], [-5.602, 8.697, -0.787], [-5.718, 9.355, -3.785], [-7.084, 8.793, -2.831], [-5.285, 6.587, -1.419], [-5.454, 5.501, -2.787], [-7.763, 7.102, -1.543], [-7.448, 5.380, -1.344], [-7.890, 6.017, -2.935], [3.311, 6.944, 0.150], [2.411, 5.720, 0.185], [1.701, 5.490, -1.017], [2.488, 5.267, -2.175], [3.416, 4.070, -2.076], [2.737, 7.835, -0.108], [3.763, 7.094, 1.131], [4.121, 6.836, -0.573], [1.635, 5.852, 0.940], [2.988, 4.833, 0.471], [3.050, 6.171, -2.441], [1.759, 5.100, -2.969], [4.182, 4.201, -1.310], [3.926, 3.917, -3.029], [2.847, 3.171, -1.839]], "e_lumo_ev": 2.201, "homo_lumo_gap_ev": 6.97, "total_charge": -1}

***

Record 2
{"formula": "C46H78BaGeN6O3P3", "method": "the ωB97M-V functional and the def2-TZVPD basis", "symbols": ["Ba", "C", "C", "C", "P", "C", "N", "Ge", "N", "C", "P", "C", "C", "C", "C", "C", "C", "C", "C", "C", "C", "C", "C", "N", "C", "C", "C", "C", "C", "C", "C", "C", "C", "C", "C", "C", "N", "C", "P", "C", "C", "C", "C", "C", "C", "C", "C", "C", "H", "H", "H", "H", "H", "H", "H", "H", "H", "H", "H", "H", "H", "H", "H", "H", "H", "H", "H", "H", "H", "H", "H", "H", "H", "H", "H", "H", "H", "H", "H", "H", "H", "H", "H", "H", "H", "H", "H", "H", "H", "H", "H", "H", "H", "H", "H", "H", "H", "H", "H", "H", "H", "H", "H", "H", "H", "H", "H", "H", "C", "O", "C", "C", "H", "H", "H", "H", "H", "H", "O", "O", "C", "C", "C", "C", "N", "N", "H", "H", "H", "H", "H", "H", "H", "H", "H", "H", "H", "H"], "coordinates": [[-0.912, -1.441, 0.663], [-1.215, -1.942, -5.414], [-1.828, -2.320, -4.064], [-3.132, -1.551, -3.852], [-0.741, -2.095, -2.573], [0.376, -0.719, -3.111], [1.202, -0.157, -2.043], [0.388, 1.182, -0.832], [-0.803, 2.106, -2.145], [-2.237, 2.114, -2.031], [-2.912, 1.384, -0.461], [-4.732, 1.628, -0.785], [-5.261, 0.472, -1.636], [-5.172, 2.967, -1.375], [-2.490, 2.674, 0.828], [-3.578, 2.769, 1.901], [-2.104, 4.062, 0.320], [-0.264, 2.746, -3.224], [-0.975, 3.213, -4.341], [-0.310, 3.814, -5.401], [1.067, 3.969, -5.389], [1.785, 3.526, -4.283], [1.130, 2.943, -3.220], [1.811, 2.482, -2.024], [2.878, 1.544, -2.351], [4.171, 1.957, -2.603], [5.114, 1.030, -3.031], [4.741, -0.294, -3.201], [3.450, -0.707, -2.902], [2.496, 0.204, -2.450], [2.197, 3.490, -1.066], [2.303, 4.837, -1.320], [2.669, 5.700, -0.286], [2.907, 5.184, 0.975], [2.770, 3.826, 1.243], [2.404, 2.937, 0.221], [2.169, 1.593, 0.318], [2.285, 1.047, 1.650], [2.153, -0.798, 1.640], [3.556, -1.322, 0.553], [3.868, -2.800, 0.797], [4.810, -0.452, 0.555], [2.617, -1.263, 3.374], [1.500, -0.821, 4.325], [3.977, -0.794, 3.885], [0.306, -3.629, -2.577], [1.099, -3.933, -3.846], [1.206, -3.636, -1.336], [-1.897, -2.231, -6.216], [-0.256, -2.421, -5.601], [-1.070, -0.863, -5.486], [-2.058, -3.392, -4.065], [-2.930, -0.481, -3.760], [-3.649, -1.872, -2.948], [-3.803, -1.689, -4.704], [-0.281, 0.045, -3.554], [1.009, -1.074, -3.929], [-2.717, 1.538, -2.841], [-2.622, 3.137, -2.120], [-5.185, 1.525, 0.206], [-4.862, 0.514, -2.652], [-6.349, 0.522, -1.712], [-4.992, -0.495, -1.209], [-4.820, 3.085, -2.401], [-4.813, 3.818, -0.797], [-6.264, 3.019, -1.400], [-1.593, 2.249, 1.292], [-4.439, 3.336, 1.541], [-3.193, 3.284, 2.785], [-3.950, 1.790, 2.215], [-2.939, 4.568, -0.166], [-1.273, 4.017, -0.386], [-1.789, 4.684, 1.162], [-2.049, 3.091, -4.386], [-0.882, 4.158, -6.254], [1.580, 4.428, -6.223], [2.862, 3.635, -4.255], [4.436, 2.999, -2.465], [6.129, 1.344, -3.235], [5.468, -1.020, -3.544], [3.179, -1.753, -2.986], [2.097, 5.223, -2.309], [2.761, 6.761, -0.475], [3.193, 5.850, 1.780], [2.932, 3.464, 2.249], [1.513, 1.428, 2.344], [3.250, 1.327, 2.090], [3.117, -1.230, -0.443], [4.427, -2.935, 1.726], [4.482, -3.194, -0.017], [2.960, -3.404, 0.867], [5.313, -0.447, 1.523], [4.568, 0.574, 0.277], [5.516, -0.834, -0.186], [2.607, -2.358, 3.353], [1.448, 0.269, 4.392], [1.702, -1.196, 5.332], [0.523, -1.205, 4.025], [4.068, 0.294, 3.862], [4.802, -1.214, 3.312], [4.104, -1.108, 4.925], [-0.441, -4.423, -2.449], [1.762, -3.114, -4.127], [0.446, -4.142, -4.693], [1.721, -4.817, -3.686], [1.821, -2.736, -1.287], [1.878, -4.498, -1.361], [0.631, -3.726, -0.408], [0.980, -5.774, 1.961], [0.772, -4.407, 2.343], [-0.514, -4.079, 2.682], [-1.148, -4.721, 3.868], [0.316, -6.051, 1.139], [0.816, -6.444, 2.807], [2.016, -5.851, 1.637], [-1.364, -5.780, 3.676], [-2.092, -4.226, 4.078], [-0.493, -4.645, 4.735], [-2.468, -3.143, 1.807], [-1.271, -3.945, 1.556], [-2.002, 0.263, 5.990], [-2.777, -0.717, 5.114], [-2.968, -2.037, 5.852], [-4.149, -0.134, 4.755], [-1.968, -1.040, 3.929], [-1.748, 0.026, 3.013], [-2.554, 0.474, 6.907], [-1.843, 1.215, 5.479], [-1.029, -0.155, 6.254], [-3.516, -1.878, 6.782], [-2.001, -2.484, 6.085], [-3.536, -2.741, 5.240], [-4.758, -0.022, 5.653], [-4.678, -0.794, 4.063], [-4.073, 0.859, 4.304], [-2.358, -1.826, 3.407], [-0.971, 0.587, 3.349], [-2.554, 0.643, 2.938]], "de_lowest_kcal_mol": 0.00, "spin_multiplicity": 2, "e_lumo_ev": [0.439, 0.428], "homo_lumo_gap_ev": [6.77, 6.76]}